[1]
The following is a DFT calculation (wB97M-V/def2-TZVPD) of 2 unconnected molecules or ions with the total composition CH6OSi.

The geometry in XYZ format:
```
9
Properties=species:S:1:pos:R:3:forces:R:3
Si -1.4461 0.0785 -0.0249 -2.6654 2.6010 -4.4810
O -0.5982 -0.3361 1.1508 3.5651 -2.1508 4.9176
C 1.8693 -0.0354 0.0194 0.7567 -2.4564 -0.7770
H -1.7008 -0.7819 -1.1103 0.1653 -1.3252 -1.1877
H 1.3385 -0.3896 -0.8353 -0.1944 0.2845 -0.6237
H 2.6638 -0.6954 0.3485 0.1504 0.2358 -0.0445
H -0.7133 1.2437 -0.5851 -0.1611 0.2857 -0.1247
H -2.8215 0.3874 0.3072 -0.5664 0.5004 0.7426
H 1.4084 0.5287 0.7296 -1.0503 2.0251 1.5784
```
Positions in Å, forces in eV/Å.

Results
* HOMO-LUMO gap (spin up / spin down): 10.34 / 6.39 eV

***

[2]
The following is a DFT calculation (wB97M-V/def2-TZVPD) of 2 unconnected molecules or ions with the total composition C6H8S3Si.

The geometry in XYZ format:
```
18
Properties=species:S:1:pos:R:3:forces:R:3
S -2.0835 -1.3390 -1.8199 1.0168 -0.1201 0.4101
S -2.9918 0.1105 1.3592 1.2960 0.3221 -1.1622
S -2.9624 -3.5437 1.6363 1.3428 0.6931 -0.5571
Si -1.6577 -0.0398 -0.1274 -0.7495 -0.0262 0.4174
C 0.1307 0.5781 -0.2333 -1.9259 -0.8919 -1.2743
C 2.1194 0.9154 -1.4698 1.5214 -0.0836 1.3964
C 2.1111 1.3535 0.9004 -1.5199 -0.6153 -0.2308
C 0.7073 1.0177 0.9265 1.7853 0.6282 0.9326
C 2.8094 1.2123 -0.2791 -0.4829 0.8549 -0.2294
C 0.8376 0.5374 -1.4787 -0.9153 0.3935 1.6417
H -3.5447 -3.2148 2.7580 -0.5126 0.1709 0.8190
H 0.4893 0.3268 -2.4579 -1.2430 -0.5262 -0.2968
H -3.0483 -0.6736 -2.4209 -0.6057 0.4828 0.0774
H 2.5915 1.7039 1.7925 0.1800 0.0179 0.2990
H 3.8492 1.4968 -0.3442 0.1388 -0.1213 0.1415
H -2.1001 -2.4490 1.7708 -0.8701 -1.1423 -0.2181
H 0.1283 1.1097 1.8757 0.4959 -0.1580 -0.9467
H 2.6147 0.8978 -2.3884 1.0480 0.1215 -1.2197
```
Positions in Å, forces in eV/Å.

Results
* HOMO-LUMO gap: 7.93 eV
* SMILES: S=[Si](S)c1ccccc1.S

***

Sequential E output: -406.2468; -1717.5032 Eh
Sequential relative energy (zero: lowest compared OMol25 entry of this formula, charge and spin) output: 125.8; 9.6 kcal/mol